Record 1
Here is a single C6H12O molecule at a distorted geometry from the OMol25 dataset. Energies are from the ωB97M-V functional and the def2-TZVPD basis.

Computed properties:
Kohn-Sham gap ... 10.270 eV
DFT total energy ... -310.947708 hartree
Structure (SMILES) ... CCC/C=C/CO
Energy relative to the best compared isomer or geometry (same formula, charge and spin) ... 70.0 kcal/mol
HOMO ... -9.2 eV

The geometry in XYZ format:
```
19
Properties=species:S:1:pos:R:3:forces:R:3
C -1.304859 2.070297 -1.353824 2.005 4.850 -0.601
C -1.386148 1.662197 0.087353 1.234 -1.546 0.700
C -1.187077 0.068238 0.335231 -2.252 3.212 -1.667
C 1.995855 -2.003518 0.103181 0.356 -0.083 0.933
O 2.998748 -1.556616 1.054214 -1.108 -0.983 1.625
C 0.573224 -1.641515 0.587262 0.956 -0.325 -0.938
C 0.164322 -0.365176 0.434878 3.764 -1.536 -1.273
H -0.183894 2.271656 -1.611316 -1.843 -1.580 -0.139
H -1.915020 1.461190 -1.940303 -0.250 -1.251 -1.483
H -1.608282 3.203772 -1.724634 -0.003 -2.496 1.716
H -2.227448 1.941873 0.682265 -1.046 0.362 -0.232
H -0.556663 2.089416 0.624684 0.431 0.425 0.271
H -1.751711 -0.031324 1.207715 -0.795 -0.902 1.578
H -1.711291 -0.468189 -0.477960 0.185 0.132 0.380
H 1.993627 -3.082947 -0.115617 0.284 -0.095 0.716
H 2.424881 -1.625342 -0.831411 -0.952 0.702 -0.020
H 2.618418 -1.715786 1.976825 0.821 0.311 -1.889
H 0.019648 -2.574830 0.910990 0.042 1.609 -0.383
H 1.043671 0.296603 0.050464 -1.830 -0.806 0.704
```
Positions in Å, forces in eV/Å.

Record 2
Here is a single C6H12O molecule at a distorted geometry from the OMol25 dataset. Energies are from the ωB97M-V functional and the def2-TZVPD basis.

Computed properties:
Kohn-Sham gap ... 10.104 eV
DFT total energy ... -311.010657 hartree
Structure (SMILES) ... C/C=C/CCCO
Energy relative to the best compared isomer or geometry (same formula, charge and spin) ... 30.5 kcal/mol
HOMO ... -9.1 eV

The geometry in XYZ format:
```
19
Properties=species:S:1:pos:R:3:forces:R:3
C -0.761065 2.233915 -0.791724 -0.020 -0.531 -0.708
O -1.264199 1.947474 -2.113988 -0.079 0.310 0.258
C -1.066927 1.082569 0.161452 -0.067 0.100 0.145
C -0.898922 -0.303962 -0.469612 0.513 -1.020 0.207
C -0.037550 -1.246947 0.367016 -0.379 0.880 -0.288
C 1.281468 -1.200511 0.406920 0.441 -0.834 1.028
C 2.123257 -2.108339 1.268325 -0.401 -0.827 -0.846
H -1.178804 3.166120 -0.412747 0.110 0.109 0.011
H 0.309257 2.353474 -0.960208 0.076 0.034 0.316
H -2.117349 2.370303 -2.231779 -0.071 -0.021 0.054
H -2.070489 1.222355 0.556048 -0.286 -0.111 -0.077
H -0.424810 1.127043 1.040517 0.186 0.265 -0.014
H -0.451773 -0.250933 -1.462072 -0.047 0.272 -0.008
H -1.847813 -0.820444 -0.600967 -0.229 0.287 -0.148
H -0.566565 -1.930909 1.021974 0.078 -0.156 0.009
H 1.892475 -0.508869 -0.144333 -0.208 0.419 -0.563
H 1.549306 -2.790003 1.898686 -0.174 0.313 0.117
H 2.694835 -2.776709 0.613515 0.153 0.129 0.014
H 2.835668 -1.565628 1.852974 0.404 0.385 0.495
```
Positions in Å, forces in eV/Å.

Record 3
Here is 2 unconnected molecules or ions with the total composition C6H12O at a distorted geometry from the OMol25 dataset. Energies are from the ωB97M-V functional and the def2-TZVPD basis.

Computed properties:
Kohn-Sham gap ... 8.583 eV
DFT total energy ... -310.931489 hartree
Structure (SMILES) ... C=C(C)/C=C/C.O
Energy relative to the best compared isomer or geometry (same formula, charge and spin) ... 80.2 kcal/mol
HOMO ... -8.1 eV

The geometry in XYZ format:
```
19
Properties=species:S:1:pos:R:3:forces:R:3
C 0.236267 -1.234490 -1.541404 -2.140 1.983 -0.764
C 1.145879 -0.128722 -0.888427 -1.262 -0.312 0.517
C 2.004755 0.544469 -1.678181 2.862 -0.341 -0.435
C 1.914264 1.046262 2.774109 0.250 -1.314 0.719
C 1.735756 0.983796 1.338315 0.329 1.193 -2.934
C 1.005231 0.115437 0.614802 1.781 -0.880 -1.227
H -0.138156 -1.982218 -0.782307 -0.101 1.205 -0.720
H -0.635893 -0.690612 -2.232046 1.730 -1.558 2.146
H 0.746654 -1.841021 -2.285333 0.521 0.267 0.114
H 1.841177 0.723895 -2.774148 0.163 -0.976 1.009
H 3.148791 0.600935 -1.375047 -2.677 1.146 -0.087
H 2.275664 1.981409 3.122731 0.143 0.801 0.354
H 2.548820 0.248002 3.179760 0.373 0.194 -0.360
H 0.988115 0.781411 3.196253 -1.443 0.102 1.048
H 2.223563 1.822824 0.777533 -0.176 -1.029 0.221
H 0.427456 -0.625795 1.124203 -0.356 -0.482 0.398
H -5.725792 -1.671969 -0.424452 -1.310 0.471 0.390
H -5.591728 -0.392453 -1.055307 -1.534 0.097 0.663
O -6.295198 -0.864365 -0.523390 2.847 -0.567 -1.053
```
Positions in Å, forces in eV/Å.